No. 1
Here is one molecule with the formula CClFOS in a non-equilibrium geometry from OMol25. Energies are from wB97M-V/def2-TZVPD.

Highest occupied orbital energy (alpha / beta)   -0.3223 / -0.3210 hartree
Structure (SMILES)   O=S(F)#CCl
ΔE to the lowest compared entry with this formula, charge and spin   4.835 eV
Frontier orbital gap (alpha / beta)   7.247 / 7.280 eV

```
5
Properties=species:S:1:pos:R:3:forces:R:3
Cl 2.084509 -0.251478 0.400587 3.238 1.850 1.532
O -1.960374 -0.212383 -0.685639 -0.771 -1.471 0.379
S -0.738443 0.480400 -0.525232 3.923 1.944 1.719
C 0.826115 -0.740969 -0.330397 -4.454 -2.567 -2.816
F -0.211809 0.724430 1.140683 -1.936 0.245 -0.814
```
Positions in Å, forces in eV/Å.

No. 2
Here is a 2-piece molecular cluster, CClI3S overall in a non-equilibrium geometry from OMol25. Energies are from wB97M-V/def2-TZVPD.

Highest occupied orbital energy   -0.3296 hartree
ΔE to the lowest compared entry with this formula, charge and spin   0.207 eV
Frontier orbital gap   7.875 eV

```
6
Properties=species:S:1:pos:R:3:forces:R:3
Cl -1.617523 -0.397602 -2.164156 -0.050 -0.105 -0.463
S 0.411438 -0.674852 -2.148650 -0.343 0.419 1.376
I 2.674917 -0.436132 -0.122302 0.145 -0.015 -0.017
I -0.536265 0.109408 3.844147 0.695 0.936 0.854
C 0.647334 -0.222438 -0.563848 0.232 -0.286 -0.845
I -1.716743 -1.523724 2.279377 -0.680 -0.949 -0.905
```
Positions in Å, forces in eV/Å.

No. 3
Here is a 2-piece molecular cluster, CClN overall in a non-equilibrium geometry from OMol25. Energies are from wB97M-V/def2-TZVPD.

Highest occupied orbital energy (alpha / beta)   -0.4189 / -0.4198 hartree
ΔE to the lowest compared entry with this formula, charge and spin   6.606 eV
Frontier orbital gap (alpha / beta)   4.648 / 4.630 eV

```
3
Properties=species:S:1:pos:R:3:forces:R:3
C -0.451460 -0.598031 0.835185 1.675 3.754 1.945
Cl 1.192500 1.976757 -0.901308 -0.586 -0.900 0.678
N -0.741040 -1.378726 0.066123 -1.089 -2.854 -2.622
```
Positions in Å, forces in eV/Å.